Arrangement P

The following is a DFT calculation (ωB97M-V/def2-TZVPD) of an isolated molecule of C6H8Cl2.

Structure (XYZ):
```
16
Properties=species:S:1:pos:R:3:lowdin_charge:R:1
C 2.8496 -0.0271 0.5250 0.02
C 1.6188 0.4730 0.5207 -0.26
C 0.5333 0.1975 -0.4595 -1.05
Cl 0.9727 -1.0632 -1.6331 0.66
Cl 0.2404 1.7970 -1.4054 0.57
C -0.7856 -0.2325 0.2028 -0.41
C -2.0703 0.5358 0.1557 -0.12
C -2.0177 -0.9502 -0.4369 -0.08
H 3.1680 -0.7654 -0.1252 0.01
H 3.6232 0.3286 1.2345 0.08
H 1.3333 1.2690 1.2317 0.12
H -0.5022 -0.6966 1.0793 0.10
H -2.1554 1.4265 -0.4568 0.06
H -2.6080 0.5995 1.1274 0.10
H -1.7424 -1.0210 -1.5560 0.09
H -2.4577 -1.8708 -0.0041 0.10
```

Properties
spin multiplicity = 1
LUMO level = 0.672 eV
highest occupied orbital energy = -0.3726 Eh
SMILES = C=CC(Cl)(Cl)C1CC1

***

Arrangement Q

The following is a DFT calculation (ωB97M-V/def2-TZVPD) of an isolated molecule of C6H8Cl2.

Structure (XYZ):
```
16
Properties=species:S:1:pos:R:3:lowdin_charge:R:1
C -0.2608 -2.1107 -0.5632 -0.05
C -0.4393 -0.8155 0.1590 -0.22
C -1.2521 -0.1949 1.0088 -0.07
C -0.4892 1.1342 1.1246 -0.75
Cl 0.0559 1.5979 2.6704 0.64
C 0.6357 0.5624 0.0651 -0.77
C 0.9050 1.2010 -1.2380 -0.13
Cl 2.1573 0.1669 0.8560 0.63
H 0.2704 -2.0956 -1.4943 0.07
H -1.2757 -2.6057 -0.7265 0.11
H 0.2675 -2.6269 0.2259 0.08
H -2.1780 -0.2702 1.6008 0.11
H -1.1541 1.8805 0.7848 0.07
H 1.4326 2.1240 -1.0876 0.07
H -0.1051 1.6180 -1.4662 0.10
H 1.4300 0.4347 -1.9196 0.12
```

Properties
spin multiplicity = 1
LUMO level = 0.872 eV
highest occupied orbital energy = -0.3505 Eh
SMILES = CC1=C[C@@H](Cl)[C@@]1(C)Cl

***

Which structure is most stable, and how do the rest compare? From most to least stable: arrangement P, arrangement Q.

***

Arrangement P

The following is a DFT calculation (ωB97M-V/def2-TZVPD) of an isolated molecule of C24H33N7O3.

Structure (XYZ):
```
67
Properties=species:S:1:pos:R:3:lowdin_charge:R:1
C -3.5927 -4.9456 0.2091 -0.01
N -2.5411 -3.9496 0.0826 0.03
C -2.9295 -2.6333 -0.1824 -0.36
O -4.1004 -2.3152 -0.2968 0.06
C -1.7914 -1.7763 -0.2838 -0.06
C -0.4945 -2.2347 -0.1235 -0.21
N 0.3878 -1.2234 -0.2661 0.20
C -0.3450 -0.1499 -0.5107 -0.23
C 0.1955 1.2321 -0.7449 -0.12
N 1.6184 1.4065 -0.5980 -0.16
C 2.1096 1.1336 0.7412 -0.17
C 3.5648 1.5907 0.8574 -0.16
N 4.3578 0.8909 -0.1252 -0.11
C 5.7185 0.6976 0.0753 -0.23
C 6.4277 1.3344 1.0974 -0.03
C 7.7681 1.0663 1.3044 -0.10
C 8.4429 0.1671 0.4990 -0.11
C 7.7523 -0.4715 -0.5183 -0.09
C 6.4127 -0.2169 -0.7254 -0.03
C 3.8593 1.1410 -1.4602 -0.14
C 2.4119 0.6698 -1.5672 -0.17
N -1.6697 -0.4267 -0.5446 0.03
C -2.7803 0.4662 -0.7197 -0.10
C -3.3393 0.9012 0.6578 -0.16
N -4.4876 1.7647 0.6260 -0.18
C -5.6816 1.1793 0.0423 -0.16
C -6.8655 2.0849 0.3840 -0.19
O -6.6665 3.3889 -0.1147 -0.13
C -5.4871 3.9484 0.4098 -0.20
C -4.2655 3.0875 0.0753 -0.17
N -0.2160 -3.5383 0.1374 0.01
C 1.1534 -3.9752 0.2965 0.00
C -1.2524 -4.4421 0.2447 -0.44
O -1.0563 -5.6160 0.4714 0.08
H -3.5544 -5.4001 1.1986 0.10
H -4.5434 -4.4397 0.0587 0.09
H -3.4533 -5.7266 -0.5377 0.10
H -0.2982 1.9208 -0.0486 0.13
H -0.0732 1.5412 -1.7634 0.13
H 2.0504 0.0610 0.9762 0.11
H 1.4994 1.6891 1.4578 0.12
H 3.6109 2.6826 0.7131 0.13
H 3.9245 1.3439 1.8569 0.12
H 5.9400 2.0600 1.7298 0.10
H 8.2918 1.5773 2.0999 0.10
H 9.4906 -0.0355 0.6611 0.10
H 8.2613 -1.1841 -1.1514 0.10
H 5.8901 -0.7492 -1.5060 0.10
H 3.8909 2.2221 -1.6772 0.13
H 4.4736 0.6250 -2.1958 0.11
H 2.3613 -0.4130 -1.3866 0.11
H 2.0305 0.8847 -2.5683 0.12
H -2.4574 1.3333 -1.2988 0.12
H -3.5602 -0.0737 -1.2609 0.12
H -3.6233 -0.0038 1.2020 0.12
H -2.5492 1.4096 1.2202 0.12
H -5.8333 0.1834 0.4593 0.13
H -5.6083 1.0989 -1.0548 0.13
H -7.7828 1.7179 -0.0784 0.13
H -6.9906 2.1192 1.4762 0.13
H -5.3953 4.9418 -0.0328 0.12
H -5.5698 4.0386 1.5033 0.13
H -3.3739 3.5233 0.5313 0.13
H -4.1376 3.0688 -1.0209 0.13
H 1.7187 -3.7473 -0.6069 0.10
H 1.6107 -3.4573 1.1395 0.10
H 1.1411 -5.0484 0.4749 0.09
```

Properties
spin multiplicity = 1
LUMO level = 0.504 eV
highest occupied orbital energy = -0.2866 Eh
SMILES = Cn1c(=O)c2c(nc(CN3CCN(c4ccccc4)CC3)n2CCN2CCOCC2)n(C)c1=O

***

Arrangement Q

The following is a DFT calculation (ωB97M-V/def2-TZVPD) of an isolated molecule of C24H33N7O3.

Structure (XYZ):
```
67
Properties=species:S:1:pos:R:3:lowdin_charge:R:1
C 4.3331 0.2128 -3.2800 0.00
N 3.5802 0.2407 -2.0367 0.03
C 2.4523 -0.5771 -1.9456 -0.36
O 2.0951 -1.2893 -2.8692 0.06
C 1.8255 -0.4474 -0.6677 -0.06
C 2.2994 0.4066 0.3157 -0.21
N 1.5230 0.3369 1.4169 0.20
C 0.5814 -0.5487 1.1285 -0.26
C -0.5342 -0.8775 2.0688 -0.11
N -1.5060 0.1901 2.2315 -0.15
C -0.9769 1.3644 2.9019 -0.18
C -2.1320 2.3130 3.2067 -0.14
N -2.7861 2.7013 1.9746 -0.11
C -3.4796 3.9071 1.9254 -0.23
C -2.8465 5.0819 2.3457 -0.03
C -3.4839 6.3023 2.2619 -0.09
C -4.7672 6.3937 1.7476 -0.11
C -5.4014 5.2418 1.3196 -0.09
C -4.7729 4.0132 1.4087 -0.03
C -3.3010 1.5423 1.2852 -0.16
C -2.1463 0.5829 0.9906 -0.17
N 0.7045 -1.0420 -0.1265 0.04
C -0.0418 -2.0760 -0.7907 -0.10
C 0.5100 -3.4717 -0.4501 -0.16
N 0.0091 -4.4330 -1.4097 -0.17
C -0.1972 -5.7649 -0.8698 -0.17
C -0.8759 -6.6202 -1.9423 -0.20
O -0.1007 -6.6934 -3.1130 -0.13
C 0.1451 -5.4031 -3.6263 -0.19
C 0.8484 -4.5233 -2.5959 -0.16
N 3.4034 1.1743 0.1265 0.01
C 3.8834 2.0688 1.1577 0.00
C 4.0818 1.1055 -1.0711 -0.45
O 5.0747 1.7683 -1.2735 0.09
H 4.3612 1.2104 -3.7170 0.10
H 5.3554 -0.1102 -3.0852 0.10
H 3.8349 -0.4832 -3.9506 0.09
H -0.1089 -1.0832 3.0545 0.13
H -1.0650 -1.7677 1.7233 0.12
H -0.2245 1.8809 2.2869 0.11
H -0.5045 1.0483 3.8337 0.13
H -2.8467 1.7919 3.8656 0.13
H -1.7604 3.1926 3.7290 0.11
H -1.8361 5.0390 2.7237 0.10
H -2.9701 7.1935 2.5924 0.10
H -5.2633 7.3499 1.6804 0.10
H -6.4041 5.2939 0.9197 0.10
H -5.3069 3.1325 1.0871 0.10
H -4.0579 1.0121 1.8862 0.13
H -3.7439 1.8506 0.3372 0.12
H -1.4404 1.0811 0.3037 0.13
H -2.5433 -0.3095 0.5000 0.12
H -1.0970 -2.0128 -0.5218 0.12
H 0.0591 -1.9123 -1.8647 0.12
H 1.6118 -3.4273 -0.4494 0.13
H 0.1863 -3.7567 0.5547 0.12
H -0.8463 -5.7021 0.0064 0.12
H 0.7550 -6.2414 -0.5768 0.13
H -1.0044 -7.6463 -1.5933 0.12
H -1.8600 -6.1839 -2.1723 0.13
H 0.7694 -5.5392 -4.5103 0.13
H -0.8052 -4.9305 -3.9156 0.13
H 1.0166 -3.5282 -3.0077 0.11
H 1.8282 -4.9699 -2.3502 0.13
H 3.7311 3.1061 0.8560 0.10
H 3.3249 1.8550 2.0648 0.08
H 4.9501 1.9066 1.3107 0.10
```

Properties
spin multiplicity = 1
LUMO level = 0.556 eV
highest occupied orbital energy = -0.2902 Eh
SMILES = Cn1c(=O)c2c(nc(CN3CCN(c4ccccc4)CC3)n2CCN2CCOCC2)n(C)c1=O

***

Which structure is most stable, and how do the rest compare? From most to least stable: arrangement Q, arrangement P.